(1)
This record from the OMol25 dataset describes a molecular structure, C25H18AuCl3F6N2O2S. The level of theory is ωB97M-V/def2-TZVPD.

orbital gap: 8.54 eV
2S+1: 1

Geometry (Å):
Au (-2.4105, -0.6643, -2.0824)
Cl (-4.9275, -5.4014, -1.9253)
Cl (-3.7408, -5.3647, -4.5757)
Cl (-6.1899, -3.8891, -4.0595)
S (0.9652, -0.3941, -0.6717)
F (-3.0304, 2.4926, 1.5602)
F (-4.3532, 3.3489, -0.6814)
F (-3.6593, 2.6024, -2.5905)
F (-3.0917, 0.4257, 0.9221)
F (-1.1927, 1.3922, 1.2606)
F (-4.5840, 1.2597, -1.1734)
O (-1.6504, 1.0914, -1.4338)
O (0.4748, -0.9430, -1.9636)
N (-1.5886, -2.3482, 0.4285)
N (-3.2346, -2.3537, -2.7256)
C (1.6158, 1.2431, -1.0125)
C (0.3260, -0.5795, 5.0996)
C (3.1755, -1.0780, 0.8484)
C (4.9883, -2.4241, 0.0256)
C (2.1455, 2.9608, -2.5795)
C (-2.4293, 1.5861, 0.7635)
C (-4.6542, -4.4377, -3.3800)
C (2.0066, 2.0524, 0.0431)
C (-0.6923, -1.5216, 2.7080)
C (-1.4374, -0.6223, 3.4664)
C (2.5648, 3.7752, -1.5358)
C (1.0660, -1.4757, 4.3404)
C (4.3988, -1.6986, 1.0527)
C (-3.7468, 2.3062, -1.2848)
C (1.6654, 1.6847, -2.3215)
C (4.3544, -2.5330, -1.2044)
C (2.5623, -1.1780, -0.3917)
C (-2.3319, 2.0368, -0.7134)
C (0.5605, -1.9505, 3.1414)
C (-3.8684, -3.2587, -3.0109)
C (-0.9221, -0.1551, 4.6636)
C (-1.5598, 3.3588, -0.7622)
C (2.4942, 3.3231, -0.2245)
C (3.1325, -1.9103, -1.4184)
C (-1.2018, -2.0000, 1.4526)
H (-2.4004, -0.2880, 3.1060)
H (2.1850, 3.3244, -3.5982)
H (-1.4876, 3.6709, -1.8022)
H (-1.4940, 0.5472, 5.2550)
H (4.8118, -3.1070, -2.0000)
H (2.6059, -1.9886, -2.3609)
H (5.9408, -2.9118, 0.1878)
H (2.9357, 4.7706, -1.7434)
H (1.9133, 1.7040, 1.0652)
H (-2.0379, 4.1424, -0.1771)
H (-0.5557, 3.1831, -0.3872)
H (2.7028, -0.5196, 1.6486)
H (2.8025, 3.9656, 0.5902)
H (1.3037, 1.0363, -3.1091)
H (2.0376, -1.8064, 4.6830)
H (4.8893, -1.6223, 2.0146)
H (0.7241, -0.2095, 6.0354)
H (1.1244, -2.6496, 2.5376)

=====

(2)
This record from the OMol25 dataset describes 2 unconnected molecules or ions with the total composition C5H11N. The level of theory is ωB97M-V/def2-TZVPD.

orbital gap (spin up / spin down): 7.01 / 2.68 eV
<S²>: 0.77
ΔE to the lowest compared entry with this formula, charge and spin: 90.25 kcal per mole
2S+1: 2
net charge: +1

Geometry (Å):
N (-2.8640, -0.3065, 1.7811)
C (1.7719, 1.1438, -3.6398)
C (-2.3281, -0.8009, 3.0090)
C (3.3496, 0.2645, -1.8406)
C (2.1456, 0.2820, -2.6773)
C (-3.1711, -1.2381, 3.8968)
H (-4.2580, -1.1687, 3.8591)
H (0.7398, 1.0271, -3.9571)
H (-3.8234, -0.1532, 1.5913)
H (4.3264, 0.2945, -2.5247)
H (3.4070, 1.2739, -1.2571)
H (3.5738, -0.6800, -1.3474)
H (-2.8990, -1.6088, 4.9473)
H (1.3947, -0.3550, -2.3053)
H (2.3801, 2.0601, -3.9906)
H (-1.2179, -0.5710, 3.1189)
H (-2.5274, 0.5363, 1.3365)

=====

(3)
This record from the OMol25 dataset describes a molecular structure, C3HCl2NS. The level of theory is ωB97M-V/def2-TZVPD.

orbital gap: 7.82 eV
ΔE to the lowest compared entry with this formula, charge and spin: 40.33 kcal per mole
2S+1: 1

Geometry (Å):
Cl (2.4633, 0.3640, 0.6253)
Cl (-0.9775, -1.7596, -0.5339)
S (2.2060, -1.9410, -1.1761)
N (-0.3663, 1.2450, -2.9569)
C (-0.2133, 0.6471, -2.0064)
C (0.1077, -0.4215, -0.3193)
C (1.5256, -0.7269, -0.3517)
H (-0.2457, 0.2965, 0.4090)

=====

(4)
This record from the OMol25 dataset describes a molecular structure, C22H27CsN5O5S. The level of theory is ωB97M-V/def2-TZVPD.

orbital gap: 7.69 eV
ΔE to the lowest compared entry with this formula, charge and spin: 26.53 kcal per mole
2S+1: 1
net charge: -1

Geometry (Å):
Cs (-1.2191, -1.3166, 0.8489)
S (-2.9740, 1.7654, 2.1512)
O (0.5962, -5.6345, 0.7755)
O (-0.7887, -3.8564, 0.5914)
O (2.6633, 0.7764, 2.4547)
O (3.3854, -3.9224, 4.7065)
O (0.5149, 0.3217, 1.8920)
N (-2.0453, 5.5324, 2.5947)
N (-2.8732, 4.4503, 2.6763)
N (-1.0973, 3.7128, 1.8062)
N (1.1293, -2.2687, 1.6643)
N (-0.1702, 2.9555, 1.0590)
C (0.2368, -4.4731, 0.9825)
C (1.1531, -3.5932, 1.8767)
C (1.6902, 0.0450, 2.2558)
C (0.0175, 2.3434, -2.1823)
C (-2.3393, 3.3096, 2.1982)
C (-0.6724, -1.8908, -2.5147)
C (2.2540, 0.4800, -1.9870)
C (1.9112, -4.1832, 2.8784)
C (-0.9677, 5.0509, 2.0490)
C (-0.2221, 0.8600, -2.2630)
C (-2.6793, 1.3416, -2.5218)
C (1.7265, -2.3994, -2.0238)
C (-1.5238, 0.3738, -2.4275)
C (-1.7535, -1.0043, -2.5353)
C (-0.8865, -3.3751, -2.6907)
C (0.8490, -0.0362, -2.1695)
C (-3.1639, -1.5361, -2.5874)
C (0.6144, -1.4103, -2.2589)
C (2.6505, -3.3524, 3.7012)
C (2.6291, -1.9809, 3.5022)
C (1.8503, -1.4826, 2.4729)
C (0.2543, 5.8210, 1.7241)
H (-3.7918, 4.5217, 3.0746)
H (-3.0913, 1.5991, -1.5391)
H (0.1703, 2.7833, -3.1760)
H (-3.5469, -1.6878, -3.6026)
H (0.4816, 5.7723, 0.6590)
H (0.1068, 6.8576, 2.0161)
H (2.5083, -1.9874, -1.3889)
H (1.1139, 5.4248, 2.2692)
H (2.5068, 0.6121, -0.9289)
H (0.8866, 2.5851, -1.5783)
H (1.3632, -3.2945, -1.5182)
H (-0.8083, 2.8630, -1.7078)
H (-0.1632, 1.9670, 1.3657)
H (-1.7783, -3.5800, -3.2802)
H (2.2019, -2.7320, -2.9540)
H (-3.4946, 0.9348, -3.1178)
H (2.3943, 1.4449, -2.4722)
H (-3.8606, -0.8639, -2.0882)
H (-0.9617, -3.8818, -1.7233)
H (3.1997, -1.2982, 4.1214)
H (0.7448, 3.2600, 1.3961)
H (1.9033, -5.2579, 2.9867)
H (2.9908, -0.2000, -2.4108)
H (-2.3783, 2.2783, -2.9887)
H (-3.2394, -2.4993, -2.0824)
H (-0.0441, -3.8258, -3.2165)
H (3.8360, -3.2192, 5.1856)

=====

(5)
This record from the OMol25 dataset describes a molecular structure, C30H29MgN3O4S4. The level of theory is ωB97M-V/def2-TZVPD.

orbital gap: 5.45 eV
ΔE to the lowest compared entry with this formula, charge and spin: 3.12 kcal per mole
2S+1: 1
net charge: -2

Geometry (Å):
S (1.6880, -2.5304, -1.4621)
S (-1.5850, -1.6771, -0.6353)
S (0.6588, -5.3358, -1.4182)
S (-2.0378, -4.6263, -0.6237)
Mg (0.6190, -0.5036, -0.2001)
O (3.3813, 1.8945, -2.4091)
O (-1.3969, 1.5968, -0.0055)
O (2.4446, -1.7414, 3.4847)
O (-1.2590, -7.1164, -1.0423)
N (1.3337, 1.0881, -1.6373)
N (0.7780, -1.2216, 1.9333)
N (2.5626, -0.0200, 0.4205)
C (2.6652, 1.2210, -1.6507)
C (4.7212, 0.2261, -0.5151)
C (0.6008, 1.9267, -2.5051)
C (-2.6120, 1.3289, -0.7350)
C (-3.4671, 2.5930, -0.6134)
C (-0.2504, -1.7920, 2.7195)
C (-2.4027, -2.8913, 4.1284)
C (4.4005, -0.9925, 1.5386)
C (-1.0761, 3.5382, -4.0749)
C (3.0466, -0.7383, 1.4298)
C (3.3575, 0.4486, -0.5389)
C (-1.0352, 2.1634, -4.2654)
C (-1.0633, 0.5374, 3.1976)
C (-2.2729, -1.5140, 4.0096)
C (2.0197, -1.2887, 2.4084)
C (-1.4190, 2.9368, 0.4757)
C (1.4398, 3.9717, -1.2708)
C (0.6726, -4.0883, 2.2535)
C (-0.1673, -0.1380, -3.7304)
C (-0.2616, 4.1040, -3.1058)
C (-1.2074, -0.9561, 3.3121)
C (0.3411, -3.6117, -1.2176)
C (5.2402, -0.5075, 0.5446)
C (0.5844, 3.3207, -2.3237)
C (-1.4431, -3.7105, 3.5541)
C (-0.3584, -3.1816, 2.8602)
C (-2.8920, 3.2668, 0.6348)
C (-0.9515, -5.9365, -1.0511)
C (-0.9180, -3.2842, -0.8621)
C (-0.2069, 1.3481, -3.4989)
H (-0.9539, 3.6084, -0.2504)
H (0.9593, -3.7411, 1.2601)
H (-1.1065, 0.8565, 2.1552)
H (1.3660, 3.4328, -0.3224)
H (0.2922, -5.1085, 2.1705)
H (-0.8525, 2.9680, 1.4075)
H (-0.2760, 5.1777, -2.9438)
H (-3.2866, 2.8000, 1.5410)
H (-1.6574, 1.7030, -5.0262)
H (-3.0872, 0.4580, -0.2854)
H (1.5781, -4.0872, 2.8663)
H (4.7515, -1.5759, 2.3777)
H (-3.0781, 4.3422, 0.6776)
H (2.4907, 3.9491, -1.5632)
H (-3.2507, -3.3211, 4.6502)
H (-1.8634, 1.0437, 3.7455)
H (-3.0132, -0.8560, 4.4556)
H (-0.1004, 0.8655, 3.5990)
H (-2.3588, 1.0891, -1.7676)
H (-4.5279, 2.3552, -0.5277)
H (6.3034, -0.7142, 0.5879)
H (-1.5394, -4.7901, 3.6233)
H (1.1293, 5.0070, -1.1116)
H (0.8601, -0.4951, -3.8155)
H (-1.7341, 4.1585, -4.6731)
H (5.3276, 0.6231, -1.3164)
H (-0.7141, -0.3945, -4.6413)
H (-0.6069, -0.6984, -2.9007)
H (-3.3232, 3.2373, -1.4847)

=====

(6)
This record from the OMol25 dataset describes a molecular structure, C5H8LiO3. The level of theory is ωB97M-V/def2-TZVPD.

orbital gap (spin up / spin down): 4.54 / 8.82 eV
<S²>: 0.76
ΔE to the lowest compared entry with this formula, charge and spin: 15.91 kcal per mole
2S+1: 2

Geometry (Å):
O (0.8910, 1.1296, 0.3475)
O (3.1669, 1.3196, 0.1205)
O (2.2034, -0.6867, 0.1313)
C (-2.3307, 0.9142, -0.1692)
C (0.9112, -1.2788, 0.1218)
C (-1.4267, -0.2167, 0.3070)
C (2.1384, 0.6848, 0.5289)
C (-0.0473, -0.1815, -0.2979)
Li (3.8448, -0.1485, -0.8508)
H (-1.3198, -0.1919, 1.4038)
H (-1.9169, 1.8943, 0.1081)
H (-3.3314, 0.8309, 0.2758)
H (-2.4420, 0.8919, -1.2635)
H (-1.8936, -1.1881, 0.0663)
H (-0.0590, -0.0332, -1.3890)
H (0.9338, -2.1195, -0.5830)
H (0.6779, -1.6203, 1.1424)

=====

Number 1: maximum force 0.2 eV/A. Number 2: maximum force 7.2 eV/A. Number 3: maximum force 6.2 eV/A. Number 4: maximum force 2.6 eV/A. Number 5: maximum force 0.5 eV/A. Number 6: maximum force 3.3 eV/A.